[1]
Formula: CH4N3
Source: the OMol25 dataset
Level of theory: ωB97M-V/def2-TZVPD

```
! wB97M-V def2-TZVPD RIJCOSX def2/J DEFGRID3
* xyz 1 3
N -1.16397 -0.75173 -0.07091
N -1.43426 0.64075 0.14524
N 1.17214 0.20942 0.28340
C -0.07867 -0.08780 0.12922
H 2.05886 -0.44477 0.26443
H 1.54004 1.18250 0.09660
H -1.67919 1.04615 -0.75180
H -1.40960 -1.60202 0.44271
*
```

Values from the calculation:
Energy above the lowest of the compared OMol25 structures with the same formula, charge and spin, kJ/mol: 352.87
Energy, hartree: -204.217023
HOMO-LUMO gap (alpha / beta), eV: 7.8 / 7.9


[2]
Formula: CH4N3
Source: the OMol25 dataset
Level of theory: ωB97M-V/def2-TZVPD

```
! wB97M-V def2-TZVPD RIJCOSX def2/J DEFGRID3
* xyz 1 3
N -1.81587 -0.16449 -0.26231
N 1.13009 -0.79882 0.01679
N 1.25324 0.80239 -0.12847
C 0.12867 -0.00558 -0.07747
H 1.55048 -1.17823 -0.79930
H 1.64901 1.38817 0.55730
H -1.80499 0.77693 0.20462
H -2.09062 -0.82037 0.48884
*
```

Values from the calculation:
Energy above the lowest of the compared OMol25 structures with the same formula, charge and spin, kJ/mol: 606.50
Energy, hartree: -204.120421
HOMO-LUMO gap (alpha / beta), eV: 7.6 / 6.6